This record from the OMol25 dataset describes C21H11CuF5N3 as an isolated structure. The level of theory is wB97M-V/def2-TZVPD.

Summary:
Total charge = +1
HOMO level (spin up / spin down) = -11.613 / -11.615 eV
Kohn-Sham gap (spin up / spin down) = 7.5 / 7.4 eV
Multiplicity = 2
Molar mass = 463.88 g mol⁻¹

Geometry as XYZ:
```
41
C21H11CuF5N3, DFT wB97M-V/def2-TZVPD
Cu -0.4290 -0.0403 0.1267
C -0.7775 -4.4143 -0.0375
C 0.0687 -4.7139 -1.0876
C 0.6595 -3.6761 -1.7970
C 0.3838 -2.3751 -1.4237
N -0.4228 -2.0865 -0.3847
C -0.9922 -3.0834 0.2887
C 0.9108 -1.1882 -2.1446
C 1.7139 -1.1988 -3.2750
C 2.0844 0.0192 -3.8253
C 1.6574 1.2120 -3.2578
C 0.8580 1.1467 -2.1282
N 0.5154 -0.0344 -1.6160
C 0.2901 2.3019 -1.3835
C 0.5193 3.6232 -1.7154
C -0.0917 4.6151 -0.9590
C -0.9088 4.2575 0.0976
C -1.0800 2.9110 0.3779
N -0.4960 1.9617 -0.3461
H -1.2672 -5.1880 0.5356
H 0.2672 -5.7413 -1.3602
H 1.3161 -3.8877 -2.6278
H -1.6332 -2.7981 1.1094
H 2.0426 -2.1241 -3.7233
H 2.7085 0.0402 -4.7083
H 1.9414 2.1590 -3.6912
H 1.1585 3.8852 -2.5456
H 0.0721 5.6572 -1.1967
H -1.4028 4.9994 0.7077
H -1.6864 2.5704 1.2069
F 1.2857 1.2940 2.0858
C 0.2729 0.6924 2.7562
C -0.7019 0.0250 2.0374
C -1.6975 -0.5653 2.7858
F -2.7058 -1.2173 2.1603
C -1.7401 -0.5189 4.1689
F -2.7221 -1.1025 4.8500
C -0.7383 0.1593 4.8448
F -0.7566 0.2215 6.1701
C 0.2815 0.7758 4.1368
F 1.2422 1.4264 4.7877
```